(1)
Computed, not measured: a molecular structure, C37H39AsN7ORe, with the ωB97M-V functional and the def2-TZVPD basis.

Atoms and positions in Å:
C 1.92282 -0.88411 -0.22144
C 0.39740 1.83819 3.40809
C 1.54018 3.74157 -0.51101
H -1.75802 -7.36983 1.95333
C -1.06269 1.55450 3.60897
H 0.73240 -3.60752 -1.17771
C 0.06889 -6.19691 -1.23384
H 2.66435 1.85500 1.02125
C -2.01810 5.74846 1.79919
C 2.71312 3.86841 -1.38464
H -4.10489 -3.39002 -1.27202
H 4.15840 2.38938 2.89700
H -0.00569 6.47595 1.53390
C -2.32409 3.51786 1.04440
C -0.16921 -7.54601 -1.02816
C -0.69422 5.64924 1.43405
H 2.67808 -2.71995 -0.86502
As -1.65475 -2.93981 -1.54381
C 2.26823 1.94622 2.02380
H -2.51595 -3.67076 -3.78643
C -0.83167 -7.96883 0.11615
C -1.62768 -3.93609 -3.21335
C -0.93195 -0.77123 2.60602
N 0.91678 2.53236 -0.85222
H -1.34212 -4.96383 1.58738
H -3.91900 4.70583 1.79566
H 3.71154 -1.30973 -1.19203
C -2.86356 4.66315 1.56821
H 3.57847 -1.95161 0.46515
C 3.69528 4.83812 -1.44018
C -0.35569 -5.24760 -0.30093
H -2.92869 -0.31221 -4.67307
H -2.40084 6.66399 2.23043
N 1.01014 -0.21712 -0.01945
C -3.23020 -3.74427 -0.72649
H -3.32333 -3.44731 0.31755
H -1.32639 -1.78431 2.66646
H -2.35429 -0.19038 1.31596
C 1.43372 2.05660 -2.06110
H 5.32839 3.65328 -4.17546
H -1.64589 -5.00919 -3.02402
C -1.01385 -5.68960 0.84969
H -3.19205 -4.83154 -0.78793
C -0.20333 4.47817 0.85359
N 1.08685 4.56598 0.34974
H -2.40726 -0.07772 4.02240
C 2.65327 2.83261 -2.32929
H 0.74206 2.17175 5.48402
N -1.15404 0.95073 -1.48324
H 3.50350 1.96212 -4.10383
C 3.04010 -1.77130 -0.46602
H 0.15064 -0.83156 2.51039
H -0.03581 -3.22481 0.38895
H -0.74433 -3.67737 -3.79518
H -1.01302 -9.02221 0.27941
H 0.59617 -5.87353 -2.12461
C 4.58335 3.69750 -3.39273
H -2.94880 2.65067 0.86670
C -1.34651 0.05975 3.80346
C -0.13196 -3.79573 -0.53682
C -1.08426 0.30686 -3.78838
C 4.64301 4.72612 -2.45368
C 3.10332 2.23698 3.07375
C -3.14757 0.22086 -2.59434
N 0.86513 1.19196 -2.81249
C 2.55670 2.32874 4.34707
H 0.17000 -8.27279 -1.75393
H -1.63069 1.92131 2.75632
H 3.18058 2.55722 5.20132
C -2.43206 0.03509 -3.77694
O -1.38631 -0.19140 1.33864
C 1.19831 2.11707 4.50469
H -1.42316 2.10847 4.47457
N -1.01453 3.38709 0.72265
Re -0.18239 1.45497 0.31698
C -0.45099 0.79359 -2.64216
H 3.72246 5.65486 -0.73161
C -2.47574 0.66963 -1.48992
C 3.57333 2.73944 -3.35487
H -4.20887 0.02725 -2.53681
N 0.93289 1.75974 2.16122
H -3.00681 0.83546 -0.56103
H -0.48170 0.19864 -4.67861
H 5.43386 5.46037 -2.52497
C -1.25161 -7.03705 1.05717
H -0.79718 -0.32389 4.66606

- Charge: +3
- 2S+1: 2
- Orbital gap (alpha / beta): 3.1 / 3.6 eV
- HOMO energy (alpha / beta): -0.519 / -0.519 hartree

(2)
Computed, not measured: a molecular structure, C6H34O11, with the ωB97M-V functional and the def2-TZVPD basis.

Atoms and positions in Å:
H 0.86728 -2.06153 -2.66275
H -0.77596 -1.56501 0.88298
H -0.96576 4.89512 -0.65346
H 0.03518 -3.61401 -2.56457
H 0.35561 2.78017 0.62381
H -1.48065 0.90171 1.26769
H 1.93119 -1.41187 -2.30829
H 0.76481 -0.29322 -2.09338
H -1.63434 -1.90041 -2.17971
H -0.51596 0.28641 -2.65512
H -2.90927 1.22494 0.88497
H 0.49661 2.87601 -1.17493
O 1.51032 2.21916 -1.93071
O -0.04184 0.15232 -1.83448
O 1.74687 1.03356 0.38033
H 0.76514 0.43615 0.26857
H -0.26817 0.47025 1.20240
H 1.95207 -0.46272 -1.12907
H -1.96455 4.91273 1.23965
H -0.32756 -0.93943 4.09821
H 1.13848 1.75354 -1.18159
O -1.98953 4.02251 0.88121
O -0.96222 -1.15842 3.41203
C -0.17974 2.77904 -0.32566
O -0.16890 0.84968 2.07556
O 2.49910 -1.09072 0.52722
C -0.62057 -2.39949 2.80495
H -1.95506 3.52520 -1.18320
O -2.29087 0.49785 0.95675
H -0.52258 0.18569 2.66739
H 1.06616 1.84392 -2.69107
H 2.08190 1.47039 -0.40272
H 2.18277 -0.19924 0.67357
H 1.80401 1.69680 1.06815
H 0.31460 -2.97272 1.02216
H -0.58060 1.76862 -0.40620
C -1.27335 3.87829 -0.40945
H 1.08703 -3.21117 -1.29982
C 0.37126 -2.75507 -1.98373
H 3.25554 -0.98526 -0.04978
O -1.55736 -3.16495 -0.42215
H 0.14105 -2.92048 3.38515
O -0.12525 0.08523 0.25090
O 2.00500 -0.48412 -2.08456
H -0.22954 -0.26011 -0.63572
C -1.00924 -2.23384 -1.35136
H -2.36638 -2.78864 -0.06793
C -0.01608 -2.04881 1.49666
H -1.56079 -2.94612 2.73246
H -0.91147 -1.27941 -0.83405
H 0.83161 -1.39854 1.71271

- Orbital gap: 8.9 eV
- HOMO energy: -0.327 hartree